The following is a quantum chemistry calculation of a cluster of 3 separate species, C14H41INO10P3S2Si2 in total, from the OMol25 dataset.

LUMO (eV): 0.466
Frontier orbital gap (eV): 9.0292
Structure (SMILES): CCP(CC)[Si@@](COO)(O[Si@H](C[C@@H](C)I)[PH2]=N)[PH2]=O.CCOS(C)(=O)=O.CCOS(C)(=O)=O

Last column: Löwdin charge in e.
Element x y z (Å)
C -5.15 -1.29 2.47  -0.18
C -4.83 -1.34 0.97  -0.50
P -3.15 -2.06 0.64  0.86
C -3.50 -3.85 0.26  -0.48
C -2.45 -4.78 0.88  -0.18
Si -2.61 -1.22 -1.38  0.28
C -4.12 -0.49 -2.26  -0.30
O -3.72 0.45 -3.27  -0.22
O -4.46 0.20 -4.46  -0.02
O -1.38 -0.15 -1.23  -0.45
Si -1.25 1.42 -0.78  0.41
C 0.48 1.91 -0.33  -0.36
C 1.20 1.29 0.87  -0.81
C 0.53 1.60 2.21  -0.19
I 1.45 -0.84 0.66  0.91
P -2.81 1.78 0.86  0.58
N -4.26 2.13 0.35  -0.35
P -1.73 -2.87 -2.69  0.57
O -0.98 -2.43 -3.89  -0.49
H -4.26 -1.06 3.06  0.05
H -5.54 -2.24 2.83  0.06
H -5.90 -0.52 2.68  0.07
H -5.58 -1.94 0.45  0.07
H -4.88 -0.33 0.56  0.01
H -4.49 -4.05 0.69  0.07
H -3.60 -4.05 -0.81  0.03
H -2.48 -5.77 0.42  0.07
H -1.44 -4.39 0.75  0.05
H -2.61 -4.90 1.95  0.07
H -4.81 -0.01 -1.57  0.06
H -4.64 -1.34 -2.72  0.09
H -5.26 0.73 -4.31  0.10
H -1.76 2.29 -1.86  0.01
H 0.43 2.99 -0.14  0.06
H 1.09 1.78 -1.23  0.09
H 2.23 1.64 0.89  0.07
H 1.23 1.45 3.03  0.08
H 0.20 2.64 2.21  0.07
H -0.33 0.95 2.40  0.05
H -2.75 0.64 1.70  -0.06
H -2.24 2.71 1.76  -0.04
H -4.31 2.23 -0.66  -0.06
H -2.83 -3.73 -2.93  -0.03
H -1.02 -3.70 -1.78  -0.02
C 6.16 -6.62 2.88  -0.07
C 6.73 -5.95 1.66  -0.24
O 5.70 -5.38 0.80  -0.27
S 5.01 -4.04 1.28  0.55
C 4.25 -3.61 -0.24  -0.13
O 6.03 -3.09 1.61  -0.28
O 4.00 -4.33 2.25  -0.28
H 5.69 -5.90 3.55  0.07
H 6.98 -7.11 3.42  0.08
H 5.42 -7.37 2.61  0.08
H 7.43 -5.15 1.91  0.11
H 7.23 -6.66 1.01  0.12
H 5.02 -3.40 -0.98  0.08
H 3.66 -2.71 -0.04  -0.02
H 3.61 -4.43 -0.55  0.08
C 3.70 7.42 -2.10  -0.07
C 2.95 7.70 -0.82  -0.23
O 1.51 7.60 -0.98  -0.26
S 0.89 6.15 -1.08  0.55
C -0.80 6.59 -0.85  -0.11
O 1.35 5.37 0.04  -0.29
O 1.07 5.61 -2.39  -0.27
H 3.59 6.38 -2.41  0.07
H 4.76 7.63 -1.94  0.08
H 3.34 8.06 -2.91  0.09
H 3.25 7.04 -0.01  0.11
H 3.09 8.73 -0.50  0.12
H -0.92 7.01 0.14  0.08
H -1.37 5.67 -0.97  0.07
H -1.07 7.31 -1.62  0.08